[1]
# C21H36BiCl2N3O4

A structure of composition C21H36BiCl2N3O4 at a distorted geometry (wB97M-V/def2-TZVPD, the OMol25 dataset).

The geometry in XYZ format:
```
67
Properties=species:S:1:pos:R:3
O -0.3719 0.8805 -1.4185
C -1.3530 1.0808 -2.1471
C -1.0455 1.7179 -3.4180
C 0.1419 2.5046 -3.4372
H 0.5857 2.7644 -2.4770
C 0.8053 2.7635 -4.6187
H 1.7968 3.2124 -4.6448
C 0.1328 2.4385 -5.8269
H 0.5276 2.7695 -6.7786
C -1.0979 1.7718 -5.8200
H -1.6424 1.5176 -6.7411
C -1.7283 1.3956 -4.6122
H -2.6574 0.8053 -4.5220
H -2.2692 0.4942 -1.9696
C -2.9062 3.2328 -1.0956
C -2.9018 1.8234 -0.7850
H -3.3278 3.9269 -0.3029
H -3.4989 3.3794 -1.9914
H -1.8674 3.6572 -1.2860
C -3.0818 0.9220 0.1692
C -3.9336 1.1376 1.4897
H -2.7452 -0.1760 0.0348
H -4.7870 1.8425 1.4804
H -3.3218 1.4018 2.3560
H -4.4071 0.1849 1.7590
Bi 0.4784 -0.6981 -0.1121
Cl 1.8174 1.6993 0.4824
Cl -0.3086 -2.3616 -2.2262
H 4.5877 0.9282 -2.9219
H 5.6769 1.4655 -1.1979
C 3.7282 0.3945 -2.4802
C 4.9941 1.0711 -0.4285
N 4.1749 0.0911 -1.1176
H 3.5781 -0.5486 -3.0253
C 3.5296 -0.7716 -0.3454
O 2.4482 -1.2959 -0.7574
H 5.5475 0.5168 0.3414
H 3.8912 -1.0172 0.6767
H 2.8022 1.0226 -2.5470
H 4.3802 1.8717 0.0479
H -1.6871 -5.6193 2.4129
H -0.7308 -6.4858 -0.0526
C -1.9712 -4.7202 1.8581
C -1.2060 -5.5463 -0.3376
N -1.0617 -4.5899 0.7242
H -1.9772 -3.8694 2.5314
C -0.1612 -3.6240 0.5415
O -0.1700 -2.5526 1.1952
H -0.6934 -5.1226 -1.1845
H 0.5484 -3.8093 -0.2625
H -2.9742 -4.9215 1.4664
H -2.2570 -5.6896 -0.5710
C 0.7268 0.8443 5.6589
N 0.8138 0.0979 4.4304
C 1.2099 -1.2962 4.4418
C 0.3224 0.5549 3.2604
C -0.2662 1.9210 3.1464
O 0.3891 -0.2834 2.3418
H 1.1478 0.2193 6.4645
H -0.3327 1.0841 5.8873
H 1.2897 1.7968 5.5865
H 0.4021 -1.9222 4.0328
H 2.0975 -1.4505 3.8176
H 1.4288 -1.5752 5.4755
H -0.4999 2.0830 2.0930
H -1.1924 1.9857 3.7398
H 0.4326 2.6740 3.5164
```

## Properties
- largest force on an atom (Eh/bohr) = 0.1109
- LUMO energy (alpha / beta) (Eh) = 0.011 / 0.011
- Kohn-Sham gap (alpha / beta) (eV) = 5.587 / 5.589
- DFT total energy (eV) = -65903.007
- net charge = 0
- spin multiplicity = 1

[2]
# C2H2N2OS

A cluster of 2 separate species, C2H2N2OS in total at a distorted geometry (wB97M-V/def2-TZVPD, the OMol25 dataset).

The geometry in XYZ format:
```
8
Properties=species:S:1:pos:R:3
C 1.6623 0.7350 0.8971
C -1.2822 -1.0426 0.1027
N 0.9767 1.1620 0.0424
N -0.6396 -0.5165 -0.7460
O -1.9595 -1.4249 0.9497
S 0.0969 1.9725 -0.8812
H 1.8237 -0.1844 1.3784
H -0.6782 -0.7010 -1.7432
```

## Properties
- largest force on an atom (Eh/bohr) = 0.0833
- expectation value of S² = 2.006
- LUMO energy (alpha / beta) (Eh) = 0.020 / -0.080
- Kohn-Sham gap (alpha / beta) (eV) = 6.780 / 6.810
- DFT total energy (eV) = -17963.940
- energy relative to the best compared isomer or geometry (same formula, charge and spin) (kcal/mol) = 44.7
- net charge = 0
- spin multiplicity = 3

[3]
# C3H10NS

A structure of composition C3H10NS at a distorted geometry (wB97M-V/def2-TZVPD, the OMol25 dataset).

The geometry in XYZ format:
```
15
Properties=species:S:1:pos:R:3
C 1.6632 1.0065 0.1050
N 1.2600 2.1817 -0.5650
H 2.5885 0.4542 -0.0942
H 1.4952 1.0883 1.2037
H 1.5649 2.2497 -1.5643
H 0.2985 2.5230 -0.3827
C -1.5463 -0.4332 -1.3203
S 0.3343 -0.6090 -0.1571
C -0.5768 -1.6570 1.6299
H -1.0493 -0.4336 -2.2347
H -1.9335 0.5454 -1.1359
H -1.9065 -1.4851 -1.0773
H -0.1878 -1.3025 2.5714
H -1.6215 -1.4060 1.5698
H -0.3830 -2.7225 1.4517
```

## Properties
- largest force on an atom (Eh/bohr) = 0.0568
- expectation value of S² = 0.791
- LUMO energy (alpha / beta) (Eh) = 0.015 / 0.021
- Kohn-Sham gap (alpha / beta) (eV) = 5.433 / 9.072
- DFT total energy (eV) = -15593.311
- energy relative to the best compared isomer or geometry (same formula, charge and spin) (kcal/mol) = 87.7
- net charge = 0
- spin multiplicity = 2

[4]
# C5H8O2

A structure of composition C5H8O2 (wB97M-V/def2-TZVPD, the OMol25 dataset).

The geometry in XYZ format:
```
15
Properties=species:S:1:pos:R:3
O -0.2506 -1.0609 -1.5167
C -0.5515 -0.3928 -0.3753
C 1.2843 -0.7756 0.7900
C 1.5934 0.5783 0.6756
O 1.4457 1.2299 -0.4043
C -1.8491 -0.4613 0.1059
C -0.6187 1.0378 -0.4688
H 0.5629 -0.6451 -1.8487
H 1.3224 -1.2301 1.7814
H 1.4766 -1.4604 -0.0293
H 1.7411 1.1636 1.6044
H -2.0956 -0.0222 1.0626
H -2.5808 -1.1322 -0.3414
H -0.7389 1.5104 -1.4394
H -0.7412 1.6608 0.4040
```

## Properties
- largest force on an atom (Eh/bohr) = 0.0108
- LUMO energy (Eh) = 0.020
- Kohn-Sham gap (eV) = 8.835
- DFT total energy (eV) = -9404.842
- energy relative to the best compared isomer or geometry (same formula, charge and spin) (kcal/mol) = 115.1
- net charge = 0
- spin multiplicity = 1